A molecular structure, C46H39Cl2HgN9O2P at a distorted geometry, computed with the ωB97M-V functional and the def2-TZVPD basis.

Summary:
**Energy relative to the best compared isomer or geometry (same formula, charge and spin)**: 9.9 kcal per mole
**Charge**: -2
**2S+1**: 2
**<S²>**: 0.763
**E_LUMO (alpha / beta)**: 3.930 / 3.930 eV
**HOMO-LUMO gap (alpha / beta)**: 2.83 / 5.36 eV

The geometry in XYZ format:
```
100
Properties=species:S:1:pos:R:3:lowdin_charge:R:1
Hg 0.3902 0.3775 0.0640 1.12
Cl 6.5227 3.9343 -0.1729 0.57
C 5.2711 2.8169 0.3148 -0.71
C 4.2830 2.4679 -0.5906 -0.07
C 3.2387 1.6075 -0.2450 -0.23
N 2.1578 1.3942 -1.0905 0.02
C 2.3104 1.5318 -2.4097 -0.51
O 3.3747 1.5311 -3.0519 -0.02
C 1.0652 1.8090 -3.2171 -0.20
C 1.0298 1.4279 -4.5561 -0.02
C -0.0072 1.8688 -5.3546 -0.09
C -0.9654 2.7034 -4.7969 -0.09
C -0.8532 3.0147 -3.4520 -0.16
N 0.1265 2.5837 -2.6705 0.13
C 3.2110 1.0552 1.0802 -0.23
C 4.2399 1.4158 1.9633 -0.06
C 5.2495 2.2852 1.5910 -0.70
Cl 6.4747 2.7091 2.7604 0.58
N 2.1273 0.3019 1.4656 -0.01
C 2.1405 -0.4306 2.6201 -0.50
O 3.1727 -0.7733 3.2398 -0.07
C 0.8192 -0.7963 3.1996 -0.25
C 0.8146 -1.2336 4.5343 -0.07
C -0.3684 -1.4625 5.2002 -0.15
C -1.5831 -1.2482 4.4846 -0.17
C -1.5022 -0.8421 3.1687 -0.25
N -0.3646 -0.6176 2.5027 0.01
H 4.3144 2.8747 -1.5896 0.09
H 1.8281 0.8076 -4.9403 0.11
H -0.0733 1.5786 -6.3970 0.09
H -1.7815 3.0940 -5.3903 0.09
H -1.5856 3.6638 -2.9766 0.10
H 4.2332 1.0104 2.9624 0.09
H 1.7740 -1.3622 5.0171 0.09
H -0.3796 -1.7840 6.2360 0.07
H -2.5499 -1.4034 4.9507 0.07
H -2.4209 -0.6842 2.6120 0.08
C -3.0230 -1.9225 -6.0546 -0.07
C -2.6922 -1.4435 -4.6651 -0.31
C -3.4886 -0.5067 -4.0158 -0.07
C -3.1487 -0.0516 -2.7650 -0.04
C -2.0233 -0.5011 -2.0270 -0.24
N -1.7658 0.0281 -0.7816 0.00
C -2.8485 0.3945 -0.0106 -0.26
C -4.0199 -0.4022 -0.0078 -0.06
C -5.1101 -0.1710 0.7984 -0.06
C -5.1033 0.8855 1.7056 -0.30
C -6.2336 1.1013 2.6778 -0.07
C -3.9879 1.6971 1.7180 -0.01
C -2.8937 1.5176 0.8668 -0.12
N -1.9097 2.5440 0.9237 -0.06
C -2.1676 3.8487 1.1977 -0.08
C -0.9688 4.5223 1.1566 -0.07
C -0.0208 3.5413 0.8423 -0.13
N -0.6022 2.3637 0.7127 0.01
C -1.2175 -1.4637 -2.7100 -0.11
C -1.5653 -1.8803 -3.9980 -0.01
N -0.0568 -2.0790 -2.1607 -0.07
C 0.4552 -3.2752 -2.5507 -0.09
C 1.6368 -3.4621 -1.8766 -0.07
C 1.7669 -2.3278 -1.0697 -0.16
N 0.7501 -1.5062 -1.2572 -0.01
H -4.0931 -1.8297 -6.2453 0.07
H -2.7379 -2.9665 -6.1949 0.07
H -2.5016 -1.3317 -6.8143 0.07
H -4.3662 -0.1036 -4.5120 0.10
H -3.7651 0.7073 -2.3033 0.11
H -4.0397 -1.2498 -0.6779 0.10
H -5.9696 -0.8306 0.7361 0.11
H -7.1818 0.7614 2.2582 0.07
H -6.3279 2.1560 2.9405 0.07
H -6.0564 0.5411 3.6000 0.08
H -3.9488 2.5069 2.4367 0.11
H -3.1629 4.2122 1.3765 0.11
H -0.8065 5.5728 1.3236 0.08
H 1.0412 3.6390 0.6826 0.11
H -0.9133 -2.5792 -4.5069 0.10
H -0.0590 -3.9367 -3.2232 0.11
H 2.2981 -4.3078 -1.9466 0.09
H 2.5478 -2.0658 -0.3727 0.11
C -0.8045 -4.1057 2.7999 -0.27
P -0.6413 -3.5318 1.0437 0.96
C -2.4410 -3.3614 0.6786 -0.29
C -0.3382 -5.1947 0.3193 -0.40
C 0.8039 -5.8838 0.7391 -0.12
C 1.1288 -7.1227 0.2163 -0.11
C 0.3288 -7.6985 -0.7659 -0.12
C -0.7776 -7.0014 -1.2298 -0.11
C -1.1043 -5.7617 -0.7000 -0.12
H 0.1834 -4.2109 3.2468 0.03
H -1.3388 -5.0567 2.8577 0.04
H -1.3415 -3.3337 3.3523 0.00
H -2.9965 -4.2679 0.9319 0.04
H -2.5741 -3.1243 -0.3791 0.02
H -2.8103 -2.5175 1.2602 0.01
H 1.4417 -5.4298 1.4898 0.10
H 2.0114 -7.6432 0.5700 0.09
H 0.5700 -8.6755 -1.1667 0.09
H -1.3972 -7.4293 -2.0108 0.09
H -1.9713 -5.2364 -1.0810 0.09
```